A 2-piece molecular cluster, C35H60BrClN2O6PS2 overall in a non-equilibrium geometry, computed with wB97M-V/def2-TZVPD.

Structure (XYZ):
```
108
C35H60BrClN2O6PS2, DFT wB97M-V/def2-TZVPD
O -2.453 1.785 1.602
C -2.014 0.716 1.908
Cl -3.158 -0.738 1.773
C -0.639 0.389 2.429
P 0.820 1.484 1.722
C 0.246 2.991 2.665
C 1.276 3.574 3.672
C 1.736 5.022 3.341
Br 3.704 5.083 3.255
C 2.016 0.356 2.629
C 3.067 -0.316 1.687
C 4.490 0.118 2.108
S 5.671 0.084 0.713
C 6.801 1.456 1.032
S 6.226 2.973 0.994
N 8.163 1.254 1.341
C 8.361 0.605 2.652
C 9.030 -0.776 2.555
O 10.255 -0.750 1.854
C 10.298 0.242 0.828
C 8.915 0.593 0.268
C 0.267 1.255 -0.033
C 0.061 -0.251 -0.432
C 0.587 -0.581 -1.848
C -0.473 -1.126 -2.784
C -1.417 -2.057 -2.426
C -2.334 -2.539 -3.329
C -2.314 -2.082 -4.620
C -1.405 -1.124 -5.012
C -0.502 -0.664 -4.083
C 2.342 2.473 1.065
O 1.941 3.735 0.508
C 2.672 3.991 -0.680
O 2.306 5.188 -1.265
C 2.543 6.321 -0.443
C 4.021 6.567 -0.127
O 4.705 6.670 -1.380
H -0.484 -0.679 2.243
H -0.660 0.496 3.522
H -0.130 3.773 2.001
H -0.623 2.693 3.258
H 0.788 3.624 4.651
H 2.180 2.979 3.796
H 1.460 5.695 4.149
H 1.357 5.357 2.379
H 2.574 0.904 3.396
H 1.508 -0.446 3.169
H 2.888 -0.150 0.622
H 3.043 -1.402 1.829
H 4.860 -0.572 2.871
H 4.508 1.134 2.513
H 7.446 0.571 3.250
H 9.055 1.249 3.214
H 8.303 -1.483 2.127
H 9.256 -1.097 3.577
H 10.891 -0.184 0.011
H 10.829 1.121 1.213
H 8.449 -0.324 -0.120
H 9.101 1.338 -0.513
H 0.971 1.652 -0.764
H -0.680 1.761 -0.255
H 0.608 -0.867 0.294
H -0.989 -0.541 -0.326
H 1.068 0.266 -2.343
H 1.355 -1.361 -1.747
H -1.443 -2.433 -1.404
H -3.063 -3.289 -3.042
H -3.024 -2.483 -5.339
H -1.374 -0.732 -6.022
H 0.213 0.095 -4.394
H 3.122 2.642 1.824
H 2.863 1.940 0.254
H 3.755 3.925 -0.479
H 2.465 3.211 -1.431
H 2.217 7.196 -1.016
H 1.924 6.309 0.462
H 4.072 7.509 0.435
H 4.450 5.724 0.422
H 5.622 6.447 -1.196
C -8.227 -4.114 -3.418
C -6.960 -4.377 -2.576
C -7.151 -5.672 -1.770
C -8.191 -5.529 -0.661
C -7.863 -4.362 0.273
C -7.534 -3.027 -0.423
N -6.646 -3.230 -1.633
O -5.513 -3.319 -1.260
C -8.819 -2.279 -0.843
C -6.897 -2.093 0.614
C -5.866 -4.549 -3.629
H -8.291 -4.844 -4.222
H -9.156 -4.220 -2.864
H -8.209 -3.124 -3.874
H -6.196 -5.983 -1.332
H -7.449 -6.469 -2.451
H -9.193 -5.408 -1.078
H -8.219 -6.449 -0.075
H -8.696 -4.203 0.958
H -7.010 -4.660 0.891
H -8.573 -1.364 -1.384
H -9.387 -1.990 0.039
H -9.496 -2.866 -1.456
H -6.034 -2.541 1.107
H -7.619 -1.863 1.393
H -6.582 -1.152 0.160
H -5.735 -3.640 -4.220
H -6.120 -5.356 -4.310
H -4.904 -4.809 -3.185
```

Calculated values
Calculated total energy   -166044.0569 eV
Total charge   +1
Orbital gap   0.1035 Ha
LUMO level   -6.78 eV

C35H60GeN6O3PRbS3Se as an isolated structure in a non-equilibrium geometry, computed with wB97M-V/def2-TZVPD.

Structure (XYZ):
```
111
C35H60GeN6O3PRbS3Se, DFT wB97M-V/def2-TZVPD
Rb -0.270 0.058 0.291
S -2.306 3.915 1.893
C -0.939 4.901 1.844
S 0.018 5.051 0.379
C -0.528 5.630 2.961
C -1.198 5.568 4.184
N -1.694 5.579 5.228
C 0.574 6.484 2.978
N 1.462 7.216 3.083
N -4.181 -1.909 1.590
N -3.122 -1.587 2.484
C -1.804 -1.630 1.989
O -0.936 -1.040 2.642
O -1.639 -2.341 0.968
H -4.254 -1.184 0.862
H -3.849 -2.740 1.097
H -3.331 -0.786 3.063
C -1.291 -3.325 -3.086
S -1.141 -2.596 -1.371
C -0.396 -4.137 -0.712
O -0.008 -1.679 -1.504
H -1.975 -4.166 -3.050
H -0.316 -3.629 -3.445
H -1.697 -2.549 -3.723
H -1.121 -4.939 -0.769
H -0.157 -3.917 0.319
H 0.498 -4.356 -1.283
Se -1.407 3.421 -0.808
C -0.356 3.560 -2.295
N 0.302 3.652 -3.238
C 3.640 -3.133 4.309
C 2.360 -2.848 3.523
C 1.251 -2.495 4.520
C 1.932 -4.087 2.739
P 2.339 -1.385 2.288
C 2.817 -0.045 3.456
C 4.074 0.198 4.002
C 4.267 1.260 4.869
C 3.213 2.094 5.201
C 1.955 1.861 4.671
C 1.762 0.796 3.809
C 3.847 -1.511 1.104
C 5.096 -2.300 1.494
C 4.235 -0.070 0.767
C 3.267 -2.154 -0.163
H 3.421 -3.874 5.081
H 3.995 -2.233 4.804
H 4.431 -3.535 3.683
H 0.973 -3.377 5.101
H 0.370 -2.129 3.993
H 1.588 -1.721 5.208
H 1.780 -4.936 3.409
H 2.677 -4.374 1.999
H 0.991 -3.881 2.233
H 4.919 -0.427 3.748
H 5.253 1.439 5.281
H 3.374 2.927 5.868
H 1.131 2.514 4.921
H 0.774 0.594 3.417
H 5.551 -1.926 2.407
H 5.834 -2.213 0.692
H 4.864 -3.355 1.615
H 4.785 0.405 1.576
H 3.336 0.519 0.572
H 4.858 -0.054 -0.129
H 2.912 -3.161 0.044
H 4.027 -2.214 -0.946
H 2.428 -1.572 -0.542
C 4.311 -0.083 -4.334
C 4.169 1.262 -3.609
C 5.480 1.619 -2.896
C 3.781 2.369 -4.595
C 3.133 1.127 -2.596
N 2.354 0.982 -1.775
H 5.090 -0.011 -5.092
H 3.375 -0.354 -4.816
H 4.576 -0.873 -3.634
H 6.278 1.743 -3.627
H 5.767 0.834 -2.198
H 5.370 2.545 -2.335
H 4.563 2.478 -5.347
H 3.649 3.315 -4.077
H 2.843 2.131 -5.091
C -5.665 -0.847 -5.416
C -4.365 -0.402 -4.755
C -4.343 -0.698 -3.261
C -3.096 -0.133 -2.598
Ge -3.039 1.899 -2.241
C -4.609 2.069 -0.966
C -5.924 2.463 -1.616
C -7.019 2.816 -0.607
C -7.425 1.630 0.261
H -5.651 -0.624 -6.482
H -6.509 -0.332 -4.960
H -5.808 -1.921 -5.295
H -4.235 0.673 -4.886
H -3.518 -0.902 -5.237
H -4.387 -1.787 -3.115
H -5.230 -0.266 -2.791
H -2.216 -0.405 -3.183
H -2.975 -0.596 -1.614
H -3.759 2.423 -3.575
H -4.347 2.823 -0.219
H -4.719 1.125 -0.423
H -6.273 1.650 -2.260
H -5.745 3.330 -2.259
H -7.902 3.178 -1.145
H -6.656 3.623 0.033
H -7.736 0.794 -0.365
H -8.252 1.895 0.920
H -6.591 1.313 0.879
```

Calculated values
Calculated total energy   -216664.6262 eV
Total charge   -2
Orbital gap   0.1779 Ha
LUMO level   3.16 eV